Entry 1:
C4H12N2O2 | ωB97M-V with the def2-TZVPD basis set

Summary:
Energy   -419.6180 Eh
SMILES string   CC[C@@H](N)C(N)=O.O
Maximum force   1.18 eV/A
E_HOMO   -9.65 eV
Energy relative to the best compared isomer or geometry (same formula, charge and spin)   0.829 eV

Cartesian coordinates (Å):
C 1.8491 1.5053 0.3855
C 0.4521 0.8593 0.3265
C 0.1871 0.0328 -0.9299
N 1.1419 -1.0430 -1.1578
C -1.2221 -0.5062 -0.7850
N -2.2495 0.3330 -1.1243
O -1.4952 -1.6544 -0.4615
H 2.3119 1.4251 -0.6060
H 2.5418 1.0019 1.0673
H 1.8487 2.5523 0.6807
H 0.2511 0.2315 1.2019
H -0.2829 1.6648 0.4492
H 0.1469 0.6119 -1.8228
H 0.8285 -1.8923 -0.6816
H 1.9926 -0.7906 -0.6586
H -2.2321 1.3157 -1.3172
H -3.1205 -0.1786 -1.1526
O -0.6247 -1.8447 2.3141
H -0.9313 -1.9055 1.3985
H -1.3935 -1.7185 2.8736

The computed natural (NBO) charges, all in e, follow:
1 C -0.63
2 C -0.43
3 C -0.15
4 N -0.82
5 C 0.70
6 N -0.83
7 O -0.66
8 H 0.20
9 H 0.21
10 H 0.22
11 H 0.24
12 H 0.20
13 H 0.19
14 H 0.38
15 H 0.35
16 H 0.40
17 H 0.41
18 O -0.97
19 H 0.49
20 H 0.47

=====

Entry 2:
C11H10BF4IN3 | ωB97M-V with the def2-TZVPD basis set

Summary:
Energy   -1311.7539 Eh
Total charge   -1
Maximum force   2.15 eV/A
E_HOMO   -6.16 eV

Cartesian coordinates (Å):
C 2.5054 0.4191 0.8789
C 1.3671 1.3862 0.6810
C 1.2985 2.1139 -0.6499
N 0.4995 1.5462 1.6124
C -0.8329 1.6966 1.1458
C -1.4936 2.8951 1.3214
C -2.8303 3.0273 0.8948
C -3.4610 1.9750 0.2819
C -2.8046 0.7470 0.0663
N -3.4763 -0.2612 -0.5811
C -2.7640 -1.3340 -0.7543
C -1.4254 -1.4893 -0.2916
I -0.4012 -3.2904 -0.6592
N -0.7830 -0.5577 0.3322
C -1.4804 0.6065 0.5050
H 2.1319 -0.5091 1.2963
H 3.2630 0.8503 1.5356
H 2.9399 0.1966 -0.0934
H 2.2606 2.0067 -1.1443
H 1.0617 3.1558 -0.4532
H 0.5578 1.6887 -1.3285
H -0.9620 3.7080 1.7935
H -3.3712 3.9546 1.0227
H -4.4866 2.0989 -0.0367
H -3.2194 -2.1654 -1.2780
B 3.1881 -4.8929 -1.2201
F 4.2628 -5.7889 -1.0954
F 3.2644 -4.2231 -2.4564
F 1.9665 -5.6089 -1.1545
F 3.2249 -3.9515 -0.1711

The computed natural (NBO) charges, all in e, follow:
1 C -0.68
2 C 0.43
3 C -0.71
4 N -0.48
5 C 0.15
6 C -0.25
7 C -0.20
8 C -0.22
9 C 0.09
10 N -0.36
11 C 0.00
12 C 0.04
13 I 0.24
14 N -0.42
15 C 0.12
16 H 0.26
17 H 0.23
18 H 0.22
19 H 0.22
20 H 0.23
21 H 0.24
22 H 0.22
23 H 0.21
24 H 0.22
25 H 0.20
26 B 1.34
27 F -0.58
28 F -0.58
29 F -0.59
30 F -0.58

=====

| no. | lowest unoccupied orbital energy (eV) | frontier orbital gap (eV) |
| --- | --- | --- |
| 1 | 0.8 | 10.4 |
| 2 | 1.8 | 8.0 |